# 1
DFT (ωB97M-V/def2-TZVPD) results for C20H46AlN6O6 as an isolated structure.

Geometry as XYZ:
```
79
Properties=species:S:1:pos:R:3:forces:R:3:lowdin_charge:R:1
C 3.1931 2.9031 -6.1297 0.7 -0.1 5.6 -0.15
C 3.6307 2.6960 -4.8933 -2.4 1.2 -6.7 -0.31
Al 4.1570 2.4702 -2.8872 -0.2 -0.1 -0.3 0.13
H 2.4946 3.3085 -6.9554 1.8 -1.0 1.7 -0.01
H 4.1555 0.9532 -2.4202 0.1 -0.1 -0.4 -0.15
H 2.9943 3.1963 -2.0433 -0.3 0.3 -0.1 -0.16
H 5.5480 3.1764 -2.5496 0.3 0.2 -0.2 -0.17
C 1.5951 -1.3953 -2.1089 0.2 0.1 0.1 -0.03
C 2.3620 -0.9579 -0.8914 1.1 0.1 -0.1 -0.56
O 3.5664 -0.7537 -0.9201 -0.5 -0.5 0.4 -0.03
N 1.6688 -0.7886 0.2730 0.0 -0.1 -0.2 0.00
C 0.2542 -0.9773 0.5067 0.3 0.2 0.3 -0.08
H 2.2779 -1.4861 -2.9552 0.1 0.1 0.2 0.09
H 1.1334 -2.3687 -1.9306 -0.2 0.2 -0.1 0.08
H 0.8343 -0.6548 -2.3571 0.0 -0.3 0.0 0.07
H 2.2494 -0.4940 1.0460 -0.1 0.0 -0.2 0.13
H -0.1640 -0.0316 0.8598 -0.3 -0.1 0.0 0.07
H 0.1335 -1.7349 1.2850 -0.3 0.0 0.0 0.07
H -0.2748 -1.2936 -0.3915 0.2 0.1 0.0 0.07
C -2.6465 -2.0268 -4.9760 -0.2 0.1 0.1 -0.01
C -1.2027 -2.1183 -4.5600 0.4 0.2 0.5 -0.53
O -0.8135 -1.7299 -3.4676 -0.6 -0.3 -0.5 0.02
N -0.3164 -2.6547 -5.4447 -0.4 0.1 0.3 0.01
C -0.5761 -3.1657 -6.7716 0.5 0.0 0.2 -0.08
H -3.2310 -1.5794 -4.1702 0.2 -0.1 0.0 0.08
H -2.7410 -1.3959 -5.8629 -0.1 -0.2 0.0 0.09
H -3.0414 -3.0260 -5.1761 -0.1 0.1 -0.2 0.08
H 0.6323 -2.6825 -5.0953 -0.1 0.1 -0.1 0.14
H -0.2704 -4.2140 -6.8008 -0.1 0.0 -0.3 0.08
H 0.0280 -2.5968 -7.4817 -0.2 -0.1 -0.2 0.09
H -1.6267 -3.0878 -7.0468 0.1 0.0 0.1 0.07
C -4.3822 -3.9632 -1.1175 0.1 0.0 0.1 -0.01
C -5.1469 -3.0065 -1.9917 0.0 0.8 0.0 -0.56
O -5.0240 -1.7942 -1.8919 0.0 -0.4 0.0 0.03
N -5.9992 -3.5291 -2.9190 0.3 0.0 0.3 0.00
C -6.2814 -4.9211 -3.1899 -0.2 0.3 -0.3 -0.09
H -3.7471 -3.4009 -0.4319 -0.1 0.0 -0.2 0.09
H -5.0757 -4.5686 -0.5292 0.1 -0.1 -0.1 0.08
H -3.7455 -4.6042 -1.7317 -0.1 -0.1 0.1 0.08
H -6.4757 -2.8260 -3.4671 0.1 -0.1 0.1 0.14
H -6.0300 -5.1248 -4.2331 0.0 -0.3 0.1 0.08
H -7.3501 -5.0894 -3.0398 0.1 -0.3 0.0 0.08
H -5.7158 -5.5911 -2.5444 0.0 0.2 0.0 0.07
C 1.0140 2.9733 0.1420 -0.1 0.0 0.2 -0.03
C -0.3922 3.2082 0.6191 -0.1 -0.1 0.3 -0.55
O -0.7276 3.0295 1.7865 0.0 0.1 -0.1 0.00
N -1.3091 3.6333 -0.2936 0.3 -0.1 0.3 0.00
C -1.1103 3.8984 -1.7018 -0.4 0.0 0.1 -0.08
H 1.6319 2.6378 0.9762 -0.2 0.0 -0.1 0.08
H 1.0231 2.1990 -0.6280 0.2 0.2 -0.1 0.07
H 1.4359 3.9011 -0.2491 0.1 -0.3 -0.2 0.07
H -2.2312 3.7698 0.0971 0.1 0.0 -0.1 0.13
H -1.3717 4.9414 -1.8940 0.1 0.0 -0.3 0.08
H -1.7812 3.2504 -2.2700 0.1 0.1 -0.2 0.08
H -0.0826 3.7193 -2.0159 -0.1 0.0 0.1 0.08
C 1.7914 2.7361 4.1563 0.1 0.3 0.0 -0.01
C 2.9163 3.4867 4.8129 0.5 -0.3 -0.1 -0.54
O 4.0730 3.0819 4.7913 -0.2 0.1 0.1 0.01
N 2.6171 4.6550 5.4485 0.1 -0.3 -0.1 -0.01
C 1.3270 5.2931 5.5830 0.4 0.2 0.2 -0.08
H 2.1801 1.8289 3.6923 0.0 0.2 0.1 0.08
H 1.0481 2.4511 4.9020 -0.1 0.1 -0.3 0.06
H 1.3335 3.3525 3.3793 -0.2 -0.1 0.1 0.07
H 3.4217 5.1028 5.8653 -0.1 -0.1 -0.1 0.13
H 1.3886 6.2878 5.1357 -0.3 0.0 0.0 0.08
H 1.1032 5.3924 6.6477 -0.3 0.1 -0.1 0.08
H 0.5331 4.7272 5.0979 0.2 0.0 0.0 0.08
C 0.3410 -1.3367 7.1673 -0.1 0.0 0.2 -0.02
C 0.9393 -0.5420 6.0376 0.1 0.5 -0.5 -0.54
O 0.3950 0.4554 5.5834 -0.1 -0.4 0.4 0.03
N 2.1255 -0.9639 5.5188 -0.5 0.1 0.2 0.01
C 2.9182 -2.1066 5.9136 0.2 0.3 -0.4 -0.08
H -0.6008 -0.8799 7.4743 0.2 0.0 -0.2 0.08
H 0.1390 -2.3591 6.8398 0.1 0.0 0.2 0.08
H 1.0195 -1.3393 8.0235 0.0 -0.2 0.0 0.08
H 2.4641 -0.3807 4.7651 0.0 -0.1 0.1 0.14
H 3.9032 -1.7496 6.2218 0.0 -0.3 0.1 0.09
H 3.0299 -2.7616 5.0469 0.1 -0.2 0.2 0.08
H 2.4633 -2.6633 6.7314 0.0 0.1 -0.1 0.07
```
Forces are in eV/Å.

Computed properties:
E_tot in hartree: -1812.0584
HOMO level in hartree: -0.1627
Total charge: -1
Lowest unoccupied orbital energy in eV: 1.795
Kohn-Sham gap in eV: 6.22


# 2
DFT (ωB97M-V/def2-TZVPD) results for one molecule with the formula C4H12NO2P.

Geometry as XYZ:
```
20
Properties=species:S:1:pos:R:3:forces:R:3:lowdin_charge:R:1
C -0.3920 1.6146 -1.1102 -2.1 -0.5 2.3 -0.03
N -0.4278 0.3476 -0.2829 1.1 -2.4 -1.3 -0.42
C -1.0621 -0.7230 -1.1084 0.1 -0.2 -0.1 -0.07
C -1.1006 0.5151 1.0086 -0.6 1.5 1.0 -0.08
P 1.4767 -0.1146 0.0018 1.1 5.8 3.7 0.58
C 1.4794 -1.4595 1.3125 3.5 0.1 -4.9 -0.14
O 1.9286 1.4112 0.6011 -1.7 -6.3 -2.4 -0.47
O 1.8672 -0.7103 -1.2821 0.0 0.0 -0.2 -0.33
H 0.4007 2.1900 -0.6510 -0.7 1.1 0.8 0.07
H -0.0657 1.5950 -2.1067 0.3 -1.4 -1.5 0.08
H -1.5122 1.7564 -1.0776 1.3 1.6 -0.2 0.12
H -1.0713 -1.6251 -0.5340 0.3 -0.7 0.5 0.07
H -2.1592 -0.5624 -1.2610 1.0 0.5 -0.5 0.11
H -0.3960 -0.9125 -1.9883 -1.1 0.4 0.5 0.11
H -0.5560 1.3118 1.4973 0.3 0.1 0.4 0.09
H -2.1068 0.9255 0.8991 -0.1 -0.1 -0.5 0.09
H -1.2334 -0.2994 1.7582 0.8 -0.1 -1.3 0.11
H 1.0642 -2.3079 0.7636 -0.1 -0.1 0.5 0.04
H 2.6470 -1.6120 1.2806 -2.1 0.1 0.2 0.10
H 1.2193 -1.3409 2.2794 -1.2 0.7 2.9 -0.01
```
Forces are in eV/Å.

Computed properties:
E_tot in hartree: -706.1726
HOMO level in hartree: -0.3436
Lowest unoccupied orbital energy in eV: 0.537
SMILES string: C[N+](C)(C)[P@](C)(=O)[O-]
Kohn-Sham gap in eV: 9.89
Energy above the lowest of the compared OMol25 structures with the same formula, charge and spin in eV: 1.824


# 3
DFT (ωB97M-V/def2-TZVPD) results for C18H26N3O6P2S2Y as an isolated structure.

Geometry as XYZ:
```
58
Properties=species:S:1:pos:R:3:forces:R:3:lowdin_charge:R:1
Y -0.0394 -0.7620 0.4451 -0.1 -0.1 0.1 1.16
C -0.8462 2.6672 0.2901 0.0 0.0 0.0 -0.09
N -0.8910 1.5273 -0.6570 0.0 0.0 -0.1 -0.20
C 0.0691 1.8480 -1.7363 0.0 0.0 0.0 -0.18
C 0.4326 0.6529 -2.5761 0.0 0.0 0.0 -0.19
N 1.1825 -0.3585 -1.8094 0.0 0.0 0.0 -0.24
C 2.5241 0.1508 -1.4417 0.0 0.0 0.0 -0.07
C 1.3670 -1.5901 -2.5782 0.0 0.1 0.0 -0.29
C 1.3679 -1.5801 -3.9685 0.0 0.0 0.0 -0.03
C 1.5979 -2.7461 -4.6835 0.0 0.0 0.0 -0.09
C 1.8436 -3.9272 -4.0019 0.0 0.0 0.0 -0.09
C 1.8470 -3.9366 -2.6187 0.0 0.0 0.0 -0.12
C 1.6034 -2.7778 -1.8800 0.0 0.0 0.0 -0.62
S 1.5572 -2.8636 -0.1244 0.0 0.1 0.0 0.60
C -2.2412 1.3775 -1.2228 0.1 0.1 0.0 -0.27
C -2.9020 2.5254 -1.6630 0.0 0.0 0.0 -0.05
C -4.1711 2.4703 -2.2055 0.0 0.0 0.0 -0.09
C -4.8013 1.2376 -2.3172 0.0 0.0 0.0 -0.09
C -4.1508 0.0973 -1.8959 0.0 0.0 0.0 -0.13
C -2.8594 0.1289 -1.3464 0.0 0.0 0.0 -0.61
S -2.1592 -1.4368 -0.9142 0.0 0.1 0.0 0.56
H -0.9095 3.6233 -0.2367 0.0 0.0 0.0 0.09
H -1.6680 2.5908 0.9938 0.0 0.0 0.0 0.10
H 0.0910 2.6463 0.8435 0.0 0.0 0.0 0.07
H -0.3469 2.6262 -2.3861 0.0 0.0 0.0 0.13
H 0.9586 2.2762 -1.2703 0.0 0.0 0.0 0.11
H -0.4685 0.1761 -2.9654 0.0 0.0 0.0 0.13
H 1.0268 1.0142 -3.4236 0.0 0.0 0.0 0.12
H 3.0343 0.5623 -2.3195 0.0 0.0 0.0 0.11
H 2.4581 0.9310 -0.6793 0.0 0.0 0.0 0.08
H 3.1089 -0.6739 -1.0404 0.0 0.0 0.0 0.07
H 1.1807 -0.6698 -4.5186 0.0 0.0 0.0 0.10
H 1.5819 -2.7242 -5.7650 0.0 0.0 0.0 0.10
H 2.0231 -4.8447 -4.5474 0.0 0.0 0.0 0.10
H 2.0217 -4.8566 -2.0763 0.0 0.0 0.0 0.10
H -2.4174 3.4892 -1.5810 0.0 0.0 0.0 0.10
H -4.6597 3.3780 -2.5338 0.0 0.0 0.0 0.10
H -5.7972 1.1657 -2.7351 0.0 0.0 0.0 0.10
H -4.6315 -0.8680 -1.9859 0.0 0.0 0.0 0.09
N 1.9195 0.3583 4.9977 0.0 0.0 0.0 0.17
C 0.6861 -0.2008 4.3228 0.1 0.1 0.0 -0.50
C -0.2002 -0.9107 5.3354 0.0 0.0 0.0 -0.07
P 1.3472 -1.4483 3.1406 0.1 -0.1 0.1 0.29
O 2.0397 -0.4484 2.0107 0.0 0.0 -0.1 -0.25
O 2.4152 -2.1639 3.8718 -0.1 0.0 0.0 -0.28
O 0.1755 -2.0658 2.4406 0.0 0.1 -0.1 -0.41
P -0.0935 1.2082 3.4202 0.0 0.0 -0.1 0.32
O -1.3036 1.7044 4.3494 0.0 0.0 0.0 -0.12
O 0.9721 2.2406 3.3675 0.0 0.0 0.0 -0.29
O -0.7031 0.6145 2.1728 0.1 -0.1 -0.1 -0.41
H 1.7300 0.6419 5.9574 0.0 0.0 0.0 0.16
H 2.1758 1.2010 4.4472 0.0 0.0 0.0 0.13
H 2.6452 -0.3746 4.9780 0.0 0.0 0.0 0.14
H 0.3303 -1.7373 5.8115 0.0 0.0 0.0 0.09
H -1.0649 -1.3262 4.8196 0.0 0.0 0.0 0.09
H -0.5578 -0.2123 6.0943 0.0 0.0 0.0 0.08
H 2.7175 -0.9710 1.5431 0.0 0.0 0.0 0.05
H -2.1481 1.3438 4.0517 0.0 0.0 0.0 0.09
```
Forces are in eV/Å.

Computed properties:
E_tot in hartree: -2835.0540
HOMO level in hartree: -0.2729
Lowest unoccupied orbital energy in eV: 0.091
Kohn-Sham gap in eV: 7.52
Energy above the lowest of the compared OMol25 structures with the same formula, charge and spin in eV: 0.198


# 4
DFT (ωB97M-V/def2-TZVPD) results for C33H26BCl3F5N4O2PRuS3Si as an isolated structure.

Geometry as XYZ:
```
80
Properties=species:S:1:pos:R:3:forces:R:3:lowdin_charge:R:1
Ru 0.3650 0.6199 -0.7020 -0.5 -0.1 0.8 0.34
F 5.4895 1.6726 4.0134 0.0 0.0 0.0 0.11
C 4.4513 1.8525 3.1875 0.0 0.0 0.0 -0.15
C 4.1279 0.8995 2.2443 0.0 0.0 0.0 -0.16
F 4.8557 -0.2175 2.1546 0.0 0.0 0.0 0.12
C 3.0458 1.0946 1.4003 0.0 0.0 0.0 -0.25
F 2.7913 0.1173 0.5194 0.0 0.0 0.0 0.01
C 2.2376 2.2248 1.4560 -0.1 0.1 0.1 -0.49
S 0.8577 2.5946 0.4385 0.3 0.0 0.0 0.59
C 2.6073 3.1714 2.4198 0.0 0.0 0.0 -0.27
F 1.8937 4.2953 2.5517 0.0 0.0 0.0 0.08
C 3.6804 3.0007 3.2684 0.0 0.0 0.0 -0.15
F 3.9783 3.9333 4.1823 0.0 0.0 0.0 0.11
O -3.4888 -1.2721 -1.9840 0.1 0.0 0.0 0.03
C -2.6763 -1.0154 -1.1059 0.1 -0.3 0.2 -0.73
O -1.4881 -0.5756 -1.2829 0.0 0.2 -0.6 -0.35
C -3.0309 -1.3796 0.3308 0.0 0.0 0.0 -0.15
C -4.2386 -2.0526 0.5288 0.0 0.0 0.0 -0.02
C -4.6149 -2.4974 1.7798 0.0 0.0 0.0 -0.07
C -3.7753 -2.2773 2.8669 0.0 0.0 0.0 -0.08
C -2.5868 -1.6001 2.6839 0.0 0.0 0.0 -0.10
C -2.1991 -1.1365 1.4202 0.1 0.0 0.0 -0.30
P -0.6181 -0.1870 1.3923 0.2 0.0 -0.2 1.07
C -1.0487 1.0546 2.6898 -0.1 0.0 0.0 -0.34
C -2.3657 1.5186 2.7165 0.0 0.0 0.0 -0.11
C -2.7572 2.5197 3.5913 0.0 0.0 0.0 -0.07
C -1.8432 3.0788 4.4709 0.0 0.0 0.0 -0.09
C -0.5321 2.6325 4.4555 0.0 0.0 0.0 -0.08
C -0.1408 1.6405 3.5685 0.0 0.0 0.0 -0.11
C 0.4754 -1.4658 2.1604 0.0 0.0 0.0 -0.32
C 1.5377 -1.2193 3.0259 0.0 0.0 0.0 -0.09
C 2.3633 -2.2472 3.4631 0.0 0.0 0.0 -0.08
C 2.1507 -3.5462 3.0338 0.0 0.0 0.0 -0.09
C 1.1094 -3.8064 2.1553 0.0 0.0 0.0 -0.08
C 0.2884 -2.7790 1.7227 0.0 0.0 0.0 -0.12
H -4.8564 -2.2115 -0.3450 0.0 0.0 0.0 0.12
H -5.5551 -3.0187 1.9138 0.0 0.0 0.0 0.10
H -4.0497 -2.6264 3.8549 0.0 0.0 0.0 0.10
H -1.9435 -1.4205 3.5374 0.0 0.0 0.0 0.12
H -3.0998 1.1037 2.0414 0.0 0.0 0.0 0.07
H -3.7833 2.8653 3.5757 0.0 0.0 0.0 0.10
H -2.1468 3.8634 5.1526 0.0 0.0 0.0 0.10
H 0.2038 3.0704 5.1190 0.0 0.0 0.0 0.11
H 0.8988 1.3658 3.5606 0.1 0.0 0.0 0.07
H 1.7594 -0.2240 3.3695 0.0 0.0 0.0 0.08
H 3.1833 -2.0191 4.1328 0.0 0.0 0.0 0.10
H 2.7987 -4.3463 3.3690 0.0 0.0 0.0 0.10
H 0.9380 -4.8134 1.7950 0.0 0.0 0.0 0.10
H -0.5094 -3.0018 1.0300 0.0 0.0 0.0 0.07
C 1.5298 4.1411 -4.0377 -0.1 0.0 0.0 -0.06
N 1.2190 2.8236 -4.5597 0.0 0.0 0.0 -0.13
C 0.7995 2.5698 -5.8449 0.1 0.0 0.0 -0.07
C 0.7928 1.2255 -5.9861 0.0 0.0 0.0 -0.09
N 1.2108 0.6595 -4.8067 0.1 0.0 0.0 -0.01
B 1.5597 -0.8623 -4.6520 0.0 0.0 0.0 -0.45
N 0.3921 -1.6544 -3.9820 0.1 0.0 0.0 0.01
C -0.6347 -2.2240 -4.7027 0.0 0.0 0.0 -0.06
C -1.3213 -3.0529 -3.8907 0.0 0.0 0.0 -0.05
N -0.6983 -2.9961 -2.6639 0.0 0.0 0.0 -0.11
C -1.0607 -3.7872 -1.5102 0.0 0.0 -0.1 -0.03
C 0.3253 -2.1106 -2.7203 -0.1 0.0 0.0 -0.69
S 1.3061 -1.7041 -1.3721 0.2 -0.2 0.0 0.65
C 1.4445 1.6440 -3.9273 0.0 0.0 0.0 -0.71
S 1.9906 1.5297 -2.2963 -0.1 0.0 -0.2 0.61
H 0.7803 4.8474 -4.3878 0.0 0.0 0.0 0.09
H 2.5205 4.4506 -4.3755 0.0 0.0 0.0 0.09
H 1.5147 4.0981 -2.9546 0.0 0.0 0.1 0.03
H 0.5503 3.3616 -6.5284 0.0 0.0 0.0 0.12
H 0.5409 0.6168 -6.8359 0.0 0.0 0.0 0.11
H 2.5566 -0.9767 -3.9990 0.0 0.0 0.0 0.06
H 1.6614 -1.2857 -5.7845 0.0 0.0 0.0 0.07
H -0.7844 -1.9904 -5.7414 0.0 0.0 0.0 0.12
H -2.1991 -3.6513 -4.0539 0.0 0.0 0.0 0.12
H -1.7435 -4.5693 -1.8366 0.0 0.0 0.0 0.10
H -1.5520 -3.1759 -0.7575 0.0 0.0 0.0 0.06
H -0.1663 -4.2313 -1.0767 0.0 0.0 0.0 0.08
Cl -3.1786 1.8801 -0.6470 0.0 0.1 0.0 0.34
Si -1.3242 1.8526 -1.6209 0.0 0.0 -0.1 -0.66
Cl -1.7203 1.3991 -3.6033 -0.1 0.0 0.0 0.35
Cl -1.0510 3.9395 -1.7690 0.0 0.0 0.0 0.18
```
Forces are in eV/Å.

Computed properties:
E_tot in hartree: -5468.0913
HOMO level (alpha / beta) in hartree: -0.1742 / -0.1804
Total charge: -1
2S+1: 2
Lowest unoccupied orbital energy (alpha / beta) in eV: 2.403 / 2.172
Kohn-Sham gap (alpha / beta) in eV: 7.14 / 7.08
Energy above the lowest of the compared OMol25 structures with the same formula, charge and spin in eV: 1.172